Below is a cluster of 2 separate species, C4H11NO4S in total in a non-equilibrium geometry, with properties calculated with ωB97M-V with the def2-TZVPD basis set.

Results
E_HOMO in eV: -10.809
Energy relative to the best compared isomer or geometry (same formula, charge and spin) in kJ/mol: 11.8
Structure (SMILES): CCCS(=O)(=O)O.NC=O
Lowest unoccupied orbital energy in eV: 0.597
HOMO-LUMO gap in eV: 11.41
Molar mass in g mol⁻¹: 169.20
Charge: 0
Total energy in eV: -24840.7845

Geometry (Å):
H (0.7512, -0.8549, -1.7921)
C (-1.2855, 0.0893, -0.3810)
H (1.1895, 2.2852, 2.5976)
H (2.8191, 1.2418, 1.3686)
H (-1.6861, -0.4270, -2.4708)
H (-0.6089, -0.8406, 2.3970)
H (1.0492, 0.7740, -1.7880)
C (-1.0949, 0.2980, -1.7986)
H (0.2780, -0.0159, -3.2964)
H (-0.9722, 0.8314, 0.2764)
H (1.9680, -0.2928, 1.1507)
C (0.9442, 1.2269, 2.3313)
O (-1.0599, -1.5216, 1.7087)
H (-2.4209, -0.1466, -0.0465)
O (-0.0985, 0.6786, 2.6239)
N (1.9756, 0.7067, 1.6270)
O (-1.0809, -2.5375, -0.5772)
C (0.3777, 0.1188, -2.2667)
O (0.9393, -1.3367, 0.2079)
H (-1.4700, 1.1882, -2.0788)
S (-0.5139, -1.4653, 0.2069)

Atomic partial charges in e from the natural (NBO) method, atoms 1 to 8:
1. H 0.229
2. C -0.623
3. H 0.121
4. H 0.401
5. H 0.216
6. H 0.549
7. H 0.205
8. C -0.423

Below is the ion C4H11NOS with charge -1 in a non-equilibrium geometry, with properties calculated with ωB97M-V with the def2-TZVPD basis set.

Results
E_HOMO (alpha / beta) in eV: 0.759 / -5.306
Energy relative to the best compared isomer or geometry (same formula, charge and spin) in kJ/mol: 215.7
Lowest unoccupied orbital energy (alpha / beta) in eV: 2.400 / 3.155
HOMO-LUMO gap (alpha / beta) in eV: 1.64 / 8.46
Molar mass in g mol⁻¹: 121.20
Multiplicity: 2
<S²>: 0.75
Charge: -1
Total energy in eV: -18696.2986

Geometry (Å):
C (2.5938, 0.1117, 0.8112)
N (1.6300, -0.9669, 0.8083)
H (2.5583, 1.0928, 0.1560)
H (3.3834, -0.3501, 0.3638)
C (0.2259, -0.6707, 0.0962)
H (-0.1800, -1.7593, -0.0141)
S (-1.9803, 1.1272, 0.4204)
H (1.4668, -0.4222, -1.6822)
H (2.7279, 0.4565, 1.9108)
H (-1.3896, -0.5723, -1.8731)
H (2.0548, -1.8143, 0.4613)
O (-0.5228, -0.9099, -2.1010)
C (0.4384, -0.1888, -1.3464)
H (0.1516, 1.2239, 1.2543)
C (-0.4501, 0.3260, 0.9870)
H (-2.7628, -0.0304, 0.1302)
H (0.3657, 0.8939, -1.4993)
H (-0.7680, -0.1742, 1.9278)

Atomic partial charges in e from the natural (NBO) method, atoms 1 to 8:
1. C -0.436
2. N -0.657
3. H 0.179
4. H 0.188
5. C -0.089
6. H 0.230
7. S -0.635
8. H 0.160

Below is a cluster of 2 separate species, C4H11NOS in total in a non-equilibrium geometry, with properties calculated with ωB97M-V with the def2-TZVPD basis set.

Results
E_HOMO in eV: -8.312
Energy relative to the best compared isomer or geometry (same formula, charge and spin) in kJ/mol: 374.7
Lowest unoccupied orbital energy in eV: 0.547
HOMO-LUMO gap in eV: 8.86
Molar mass in g mol⁻¹: 121.20
Charge: 0
Total energy in eV: -18696.0347

Geometry (Å):
N (1.4070, 1.5255, 1.1017)
H (-0.9528, 0.1987, 1.4837)
C (-0.4452, -0.0276, -0.5969)
C (-1.1437, 0.0077, -1.9193)
H (-1.2157, -1.0524, -2.2044)
H (-2.0449, 1.1002, 0.3427)
C (-1.0513, 0.6213, 0.5432)
H (-2.0713, 0.5917, -1.7353)
H (-0.2323, -1.8218, 0.2331)
S (0.2030, 1.7947, 0.0593)
H (1.2093, -0.9001, 0.5768)
C (0.4663, -1.1667, -0.2085)
O (1.2715, -0.6767, 2.7382)
H (1.4332, 0.2395, 2.1675)
H (2.3130, 1.3733, 0.6840)
H (0.6007, -1.6608, -1.1383)
H (-0.4540, 0.2468, -2.7610)
H (0.4155, -0.4653, 3.0956)

Atomic partial charges in e from the natural (NBO) method, atoms 1 to 8:
1. N -1.178
2. H 0.244
3. C 0.016
4. C -0.658
5. H 0.232
6. H 0.225
7. C -0.555
8. H 0.229

Below is an isolated molecule of C4H11NOS in a non-equilibrium geometry, with properties calculated with ωB97M-V with the def2-TZVPD basis set.

Results
E_HOMO in eV: -9.003
Energy relative to the best compared isomer or geometry (same formula, charge and spin) in kJ/mol: 148.0
Structure (SMILES): N[C@@H](CO)CCS
Lowest unoccupied orbital energy in eV: 0.832
HOMO-LUMO gap in eV: 9.84
Molar mass in g mol⁻¹: 121.20
Charge: 0
Total energy in eV: -18698.3850

Geometry (Å):
H (-0.5780, 0.5780, 0.7493)
H (1.3477, -0.7675, -1.0734)
H (0.7779, 0.6523, -1.7549)
H (-1.4211, -1.8019, -0.6561)
O (-1.6701, -1.3327, 1.3820)
C (-0.8653, -1.3841, 0.2079)
S (2.0178, 0.9498, 1.8201)
H (1.6107, 2.1198, -0.3225)
H (0.7306, 0.8668, 2.2734)
C (1.8298, 1.1076, 0.0222)
H (-1.5909, -2.1961, 1.7917)
C (-0.5032, 0.0628, -0.2162)
N (-1.4640, 0.7547, -1.0198)
C (0.9342, 0.1923, -0.7662)
H (0.0106, -2.0238, 0.3339)
H (-2.3573, 0.9410, -0.6152)
H (2.8790, 0.9448, -0.2429)
H (-1.6882, 0.3362, -1.9132)

Atomic partial charges in e from the natural (NBO) method, atoms 1 to 8:
1. H 0.200
2. H 0.206
3. H 0.223
4. H 0.150
5. O -0.724
6. C -0.075
7. S -0.049
8. H 0.217

Below is a structure of composition C4H11NP in a non-equilibrium geometry, with properties calculated with ωB97M-V with the def2-TZVPD basis set.

Results
E_HOMO (alpha / beta) in eV: -10.482 / -15.014
Energy relative to the best compared isomer or geometry (same formula, charge and spin) in kJ/mol: 213.9
Lowest unoccupied orbital energy (alpha / beta) in eV: -3.392 / -7.613
HOMO-LUMO gap (alpha / beta) in eV: 7.09 / 7.40
Molar mass in g mol⁻¹: 104.11
Multiplicity: 3
<S²>: 2.01
Charge: +1
Total energy in eV: -15091.2719

Geometry (Å):
C (0.7674, 0.5474, 1.0773)
H (-2.4924, -0.5503, -0.8799)
H (-0.1061, 0.8170, -1.8568)
C (-0.0012, -1.7158, -0.0606)
H (-0.6593, -2.3349, 0.7260)
C (-0.1571, -0.1824, 0.0112)
H (1.0829, -1.9302, 0.0767)
H (-0.3746, -2.1390, -1.1066)
H (1.4460, 0.1832, -1.5333)
H (-2.3522, -0.7719, 0.8657)
H (0.2516, 0.8749, 2.1200)
C (0.8748, 1.5970, 0.0099)
H (1.7196, 0.0596, 1.4181)
H (1.7179, 2.1963, -0.0532)
N (0.6312, 0.6168, -1.0361)
P (-2.3734, 0.4336, 0.1780)
H (0.0248, 2.2985, 0.0436)

Atomic partial charges in e from the natural (NBO) method, atoms 1 to 8:
1. C -0.527
2. H -0.035
3. H 0.442
4. C -0.760
5. H 0.290
6. C 0.301
7. H 0.261
8. H 0.251

Below is an isolated molecule of C4H11NS in a non-equilibrium geometry, with properties calculated with ωB97M-V with the def2-TZVPD basis set.

Results
E_HOMO in eV: -8.810
Energy relative to the best compared isomer or geometry (same formula, charge and spin) in kJ/mol: 66.8
Structure (SMILES): CN[C@@H](C)CS
Lowest unoccupied orbital energy in eV: 0.941
HOMO-LUMO gap in eV: 9.75
Molar mass in g mol⁻¹: 105.21
Charge: 0
Total energy in eV: -16651.1014

Geometry (Å):
H (2.2738, 0.9526, -0.0870)
N (0.1652, 1.3293, -0.2312)
S (-1.9854, -2.2185, -0.5013)
H (0.2973, -0.5207, -1.1302)
C (1.5481, 1.6054, -0.6082)
H (0.8322, -0.2985, 1.7624)
H (1.4984, -1.3939, 0.5016)
H (1.6166, 1.4661, -1.6785)
H (-0.0711, -1.6760, 1.2679)
C (0.6005, -0.9149, 0.8823)
C (-0.1325, -0.0901, -0.2058)
C (-1.6232, -0.3972, -0.3451)
H (-2.4786, -2.3264, 0.7598)
H (-2.1809, 0.0129, 0.5089)
H (1.8545, 2.6118, -0.3317)
H (-2.1609, 0.0495, -1.1952)
H (-0.0540, 1.8085, 0.6313)

Atomic partial charges in e from the natural (NBO) method, atoms 1 to 8:
1. H 0.167
2. N -0.627
3. S -0.068
4. H 0.184
5. C -0.409
6. H 0.201
7. H 0.217
8. H 0.193

- What is the formula in the third record?
  C4H11NOS

- What is the charge in the first record?
  0